Entry 1:
Below is C6H8BeLiO6 as an isolated structure at a distorted geometry, with properties calculated with the ωB97M-V functional and the def2-TZVPD basis.

Calculated values
F_max	0.05080	Eh/bohr
⟨S²⟩	0.750
total energy	-19241.168	eV
HOMO level (alpha / beta)	-7.1 / -7.4	eV
2S+1	2
LUMO level (alpha / beta)	0.17 / -0.54	eV

Geometry (Å):
O (0.780, 2.555, -2.118)
O (0.277, 1.568, 1.062)
O (-1.100, -0.079, 1.756)
O (1.031, -0.125, 2.330)
O (-0.867, -0.999, -1.029)
O (1.104, -0.161, -1.523)
C (-0.030, 1.639, -2.741)
C (0.127, 0.477, 1.577)
C (-1.001, -1.155, 2.717)
C (0.310, -0.786, -0.627)
C (0.505, -1.371, 2.813)
C (0.612, 0.252, -2.827)
Be (-1.967, -0.330, -0.104)
Li (1.362, 1.833, -0.568)
H (-0.288, 1.912, -3.790)
H (-1.012, 1.525, -2.222)
H (-1.449, -0.811, 3.655)
H (1.510, 0.285, -3.457)
H (-0.082, -0.502, -3.218)
H (0.857, -2.170, 2.149)
H (-1.539, -2.026, 2.331)
H (0.861, -1.529, 3.833)

Here are the Löwdin charges for atoms 1 to 5, given in e: number 1, O, carries -0.3953; number 2, O, carries 0.0724; number 3, O, carries -0.0695; number 4, O, carries 0.0830; number 5, O, carries -0.1426

***

Entry 2:
Below is C29H81BClFN2NbO29P6S as an isolated structure at a distorted geometry, with properties calculated with the ωB97M-V functional and the def2-TZVPD basis.

Calculated values
F_max	0.17849	Eh/bohr
total charge	-1
total energy	-177774.401	eV
HOMO level	-5.4	eV
LUMO level	-1.34	eV

Geometry (Å):
Nb (-5.607, 3.122, 1.641)
Cl (-5.472, 1.079, 3.049)
S (-6.830, 4.251, 3.626)
P (2.700, -0.871, 2.934)
P (6.141, 2.329, -1.536)
P (9.878, -2.569, 4.952)
P (-10.657, 5.516, 7.989)
P (2.376, -10.382, -9.220)
P (1.426, -3.630, -4.283)
F (-8.359, 3.649, 3.860)
O (1.278, -11.670, -9.376)
O (-9.625, 6.740, 8.451)
O (10.907, -3.785, 5.269)
O (-11.440, 5.345, 9.255)
O (2.005, -2.247, -3.557)
O (-6.044, 3.955, 4.810)
O (-3.416, 5.247, 2.922)
O (1.421, -5.082, -5.143)
O (6.313, 3.191, -2.747)
O (1.545, 0.261, 3.314)
O (7.708, 2.335, -0.958)
O (4.461, 2.266, -1.545)
O (3.746, -0.046, 3.860)
O (3.395, -11.293, -8.586)
O (3.641, -2.269, 2.985)
O (6.298, 0.750, -1.856)
O (1.032, -2.741, -5.579)
O (0.253, -3.919, -3.402)
O (-3.017, 3.328, -4.385)
O (2.872, -0.578, 1.475)
O (8.807, -2.960, 3.970)
O (8.898, -2.949, 6.288)
O (3.414, -9.062, -9.261)
O (1.482, -9.616, -8.104)
O (-2.688, 2.970, 2.934)
O (10.960, -2.038, 3.786)
O (-11.221, 4.151, 7.189)
O (-11.362, 6.547, 6.957)
O (-6.897, 5.699, 3.480)
N (-2.526, 4.236, -2.326)
N (-5.888, 2.050, -3.032)
C (-2.443, 3.285, -3.331)
C (5.142, -0.154, 3.623)
C (-8.577, 6.353, 9.349)
C (0.217, -0.027, 2.836)
C (10.639, -0.782, 3.172)
C (0.204, -11.474, -10.315)
C (-5.509, 1.054, -0.761)
C (8.132, 3.563, -0.354)
C (-4.713, 5.382, -1.968)
C (4.435, -9.112, -10.266)
C (3.834, 1.840, -0.315)
C (-5.187, 0.989, -2.285)
C (-4.557, 5.363, -0.431)
C (3.448, -3.118, 4.132)
C (-3.339, 5.412, -2.687)
C (-1.222, 4.563, -1.725)
C (-1.572, 2.041, -3.018)
C (0.771, -10.358, -7.120)
C (-12.697, 6.324, 6.534)
C (2.666, -2.437, -2.296)
C (2.636, -5.400, -5.846)
C (0.011, -3.184, -6.462)
C (-5.848, 4.939, 0.355)
C (5.475, 0.148, -2.844)
C (-4.507, 1.965, 0.058)
C (10.418, -5.035, 5.737)
C (-1.385, 3.549, 3.013)
C (-10.420, 3.708, 6.067)
C (9.305, -2.385, 7.548)
B (-3.656, 3.911, 2.626)
H (-6.623, 4.689, -0.395)
H (9.730, -0.873, 2.577)
H (-0.110, -1.007, 3.184)
H (-5.526, 0.009, -2.655)
H (9.219, -1.297, 7.521)
H (-4.168, 5.758, 2.595)
H (3.605, -2.560, 5.060)
H (0.188, 0.008, 1.747)
H (5.175, 0.851, -3.621)
H (3.083, -1.485, -1.984)
H (4.965, -8.162, -10.253)
H (-4.340, 6.404, -0.136)
H (-5.196, 6.344, -2.217)
H (-6.429, 2.642, -2.410)
H (-0.463, -12.331, -10.259)
H (-1.146, 4.180, 2.143)
H (4.016, 2.573, 0.474)
H (-0.458, 0.725, 3.234)
H (0.598, -11.404, -11.331)
H (9.122, 3.404, 0.070)
H (-7.921, 7.210, 9.488)
H (-4.096, 1.040, -2.388)
H (-0.523, 2.198, -3.290)
H (-2.024, 1.202, -3.554)
H (8.186, 4.355, -1.102)
H (-0.735, -3.795, -5.954)
H (5.370, -0.371, 2.579)
H (3.446, -5.571, -5.133)
H (10.513, -0.003, 3.924)
H (-2.835, 6.299, -2.269)
H (-9.443, 3.372, 6.415)
H (-6.221, 5.816, 0.903)
H (-1.334, 4.154, 3.932)
H (-3.666, 4.761, -0.202)
H (-0.360, -10.565, -10.081)
H (11.082, -5.814, 5.366)
H (-1.236, 5.475, -1.127)
H (-0.479, -2.304, -6.876)
H (-13.159, 7.294, 6.353)
H (7.451, 3.857, 0.446)
H (9.407, -5.239, 5.385)
H (-1.655, 1.842, -1.938)
H (0.728, -9.755, -6.215)
H (10.442, -5.058, 6.828)
H (6.034, -0.663, -3.310)
H (-7.995, 5.530, 8.934)
H (2.476, -6.312, -6.418)
H (2.440, -3.538, 4.127)
H (2.915, -4.591, -6.528)
H (-0.587, 2.801, 3.085)
H (-5.434, 0.028, -0.377)
H (-7.255, 2.550, 1.074)
H (-12.700, 5.764, 5.597)
H (11.465, -0.507, 2.520)
H (-5.379, 4.598, -2.342)
H (-13.283, 5.792, 7.285)
H (5.566, -0.930, 4.262)
H (3.999, -9.255, -11.255)
H (-3.788, 1.265, 0.518)
H (2.762, 1.764, -0.479)
H (5.608, 0.795, 3.889)
H (10.337, -2.662, 7.785)
H (5.138, -9.917, -10.051)
H (-10.287, 4.512, 5.341)
H (-6.538, 1.427, -0.673)
H (-0.406, 4.553, -2.466)
H (-8.994, 6.062, 10.315)
H (8.646, -2.767, 8.325)
H (4.215, 0.866, -0.001)
H (1.959, -2.778, -1.540)
H (-10.926, 2.873, 5.589)
H (0.453, -3.747, -7.287)
H (3.477, -3.160, -2.398)
H (-0.250, -10.538, -7.458)
H (-0.971, 3.747, -1.024)
H (4.166, -3.933, 4.080)
H (-5.173, 2.654, -3.425)
H (1.257, -11.305, -6.889)
H (-3.430, 5.597, -3.763)
H (-3.909, 2.595, -0.628)
H (4.595, -0.278, -2.368)

Here are the Löwdin charges for atoms 1 to 5, given in e: number 1, Nb, carries 1.3091; number 2, Cl, carries -0.0671; number 3, S, carries 0.4379; number 4, P, carries 0.6001; number 5, P, carries 0.5840